1.
Molecular formula: CH3NOP2S
Method: DFT, ωB97M-V/def2-TZVPD

ORCA input file:
```
! RIJCOSX wB97M-V def2-TZVPD def2/J DEFGRID3
* xyz 0 1
C 0.580 1.168 0.370
N -0.612 1.600 0.131
O 0.234 -1.329 -0.382
P 1.148 -0.500 0.781
P -1.368 -1.574 -0.027
S -1.939 0.790 -0.230
H 1.320 1.979 0.763
H 2.301 -0.599 -0.045
H -1.664 -1.534 -1.361
*
```

Results
LUMO   -0.09 eV
Relative energy (zero: lowest compared OMol25 entry of this formula, charge and spin)   50.7 kcal per mole
Orbital gap   0.309 hartree
E_HOMO   -8.5 eV
M   139.06 g mol⁻¹

These are the Mulliken partial charges, in e, on atoms 1 to 2:
1. C 0.046
2. N -0.321

***

2.
Molecular formula: CH3NOP2S
Method: DFT, ωB97M-V/def2-TZVPD

ORCA input file:
```
! RIJCOSX wB97M-V def2-TZVPD def2/J DEFGRID3
* xyz 0 1
P -0.912 -1.123 -1.752
O -1.698 -0.760 -0.305
P -1.251 -0.215 1.142
N 0.275 -0.016 1.030
C 1.420 0.542 1.328
S 1.740 2.122 1.048
H 0.028 -0.081 -1.682
H -1.806 -0.346 -2.502
H 2.202 -0.124 1.692
*
```

Results
LUMO   -0.52 eV
Relative energy (zero: lowest compared OMol25 entry of this formula, charge and spin)   26.0 kcal per mole
Orbital gap   0.291 hartree
E_HOMO   -8.4 eV
M   139.06 g mol⁻¹

These are the Mulliken partial charges, in e, on atoms 1 to 2:
1. P 0.108
2. O -0.274

***

3.
Molecular formula: CH3NOS
Method: DFT, ωB97M-V/def2-TZVPD

ORCA input file:
```
! RIJCOSX wB97M-V def2-TZVPD def2/J DEFGRID3
* xyz 0 1
C -0.139 -0.497 -2.615
N 0.157 0.036 -1.613
S 0.724 0.738 -0.380
H -0.753 -0.923 -3.349
O -0.364 0.165 2.577
H 0.162 -0.335 3.203
H 0.213 0.816 2.177
*
```

Results
LUMO   0.45 eV
Relative energy (zero: lowest compared OMol25 entry of this formula, charge and spin)   62.0 kcal per mole
Orbital gap   0.338 hartree
E_HOMO   -8.8 eV
M   77.11 g mol⁻¹

These are the Mulliken partial charges, in e, on atoms 1 to 2:
1. C -0.103
2. N -0.070